DFT (the ωB97M-V functional and the def2-TZVPD basis) results for a 3-piece molecular cluster, C8H24N2O3 overall at a distorted geometry.

The geometry in XYZ format:
```
37
Properties=species:S:1:pos:R:3:forces:R:3
C -4.536 0.325 -4.427 0.0 1.2 0.9
O -4.185 -0.036 -3.097 0.1 0.1 0.7
C -4.013 1.049 -2.122 1.5 -1.8 -0.8
C -3.189 0.386 -0.997 -0.4 -2.2 -0.6
C -3.928 -0.622 -0.133 -0.6 -0.2 -0.9
N -2.682 1.354 -0.133 0.5 3.1 0.9
H -4.591 -0.507 -5.130 -0.3 -0.4 0.7
H -3.784 0.973 -4.877 0.1 0.4 0.1
H -5.468 0.874 -4.299 -0.3 0.0 -0.9
H -3.370 1.825 -2.538 -0.1 0.2 -0.2
H -4.923 1.513 -1.741 -0.4 -0.3 -0.2
H -2.381 -0.187 -1.451 0.2 0.3 -0.4
H -3.291 -0.804 0.732 -0.2 -0.5 0.0
H -4.125 -1.518 -0.721 -0.2 -0.2 0.4
H -4.867 -0.175 0.193 -0.2 -0.1 0.2
H -2.316 1.008 0.743 0.3 -0.5 -0.2
H -3.530 1.809 0.173 0.0 0.9 0.4
C 4.160 1.626 2.880 0.0 0.6 0.5
O 3.383 0.742 2.120 0.2 -1.5 -0.1
C 3.759 -0.642 2.372 -0.3 0.4 -0.7
C 3.052 -1.650 1.463 0.1 1.5 -0.3
C 3.418 -3.077 1.855 -1.2 -0.7 -0.2
N 3.333 -1.322 0.060 0.6 -0.3 -0.1
H 3.636 1.926 3.787 -0.4 0.4 -0.1
H 4.412 2.486 2.260 -0.2 0.1 0.1
H 5.096 1.253 3.298 0.2 -0.6 -0.5
H 4.828 -0.690 2.168 0.2 -0.3 0.4
H 3.461 -0.931 3.380 0.4 0.2 0.4
H 1.993 -1.437 1.603 -0.4 -0.6 0.5
H 2.936 -3.394 2.780 0.1 0.5 0.4
H 4.454 -3.412 1.914 0.1 0.6 -0.3
H 2.887 -3.732 1.164 0.3 -0.1 -0.4
H 2.725 -1.817 -0.577 0.0 -0.4 0.1
H 3.122 -0.351 -0.123 0.1 0.3 0.2
O 1.669 2.345 -1.213 0.1 -0.1 -0.2
H 2.091 2.642 -0.407 0.2 0.0 0.2
H 0.763 2.170 -0.960 -0.3 0.0 0.0
```
Positions in Å, forces in eV/Å.

Total energy ... -17805.782 eV
Relative energy (zero: lowest compared OMol25 entry of this formula, charge and spin) ... 129.5 kJ/mol

Results of the natural (NBO) charge analysis, in e, for atoms 1 through 2: -0.24 -0.56